This record from the Open Molecules 2025 dataset describes a molecular structure, C51H46N6OS3Se5TeTl. The level of theory is ωB97M-V/def2-TZVPD.

Structure (XYZ):
```
114
Properties=species:S:1:pos:R:3:mulliken_charge:R:1
Tl 2.70 0.69 -1.04 0.739
Se 0.40 6.47 5.64 0.179
N -0.38 5.35 4.54 -0.816
C 0.50 4.69 3.88 0.777
C 0.21 3.73 2.85 0.567
C -1.11 3.48 2.29 -0.829
C -1.32 2.47 1.42 -1.183
C -0.18 1.76 1.03 -0.297
N 1.06 1.96 1.48 0.934
C 1.28 3.00 2.37 0.114
C 2.71 3.37 2.69 -0.297
N 3.58 2.54 2.18 0.359
C 4.85 2.90 2.36 -0.396
C 5.28 4.07 2.98 -1.254
C 4.33 4.84 3.58 -0.388
C 3.00 4.47 3.50 0.073
C 1.91 5.12 4.19 0.665
N 2.02 6.09 5.09 -0.865
H -1.98 3.99 2.68 0.449
H -2.26 2.26 1.00 0.629
H -0.27 0.98 0.26 0.279
H 5.49 2.16 1.95 0.516
H 6.30 4.33 2.85 0.452
H 4.53 5.74 4.19 0.455
C 0.48 -4.44 -0.12 -2.167
C 1.36 -3.22 -0.44 -0.148
S 0.95 -1.76 0.19 0.528
C 2.56 -3.50 -1.26 0.802
C 2.73 -4.90 -1.78 -1.416
S 3.52 -2.29 -1.83 -0.255
H 1.02 -5.05 0.57 0.475
H 0.10 -5.01 -0.99 0.361
H -0.42 -4.09 0.35 0.298
H 3.78 -5.16 -1.97 0.347
H 2.20 -4.89 -2.73 0.245
H 2.16 -5.52 -1.10 0.382
Se 5.73 2.38 -1.39 -0.662
Se 4.12 4.08 -1.61 -0.327
Se 2.69 3.49 -3.38 -0.230
Se 0.75 3.01 -2.01 -0.044
C -6.16 1.68 -6.29 -1.613
C -5.19 1.21 -5.26 0.856
C -4.75 -0.05 -5.15 -0.943
C -3.96 -0.46 -4.04 0.904
C -3.80 -1.96 -4.00 -2.056
C -3.51 0.52 -3.15 0.825
Te -2.59 -0.20 -1.38 0.664
N 0.41 1.25 -2.47 -0.001
C 0.19 1.08 -3.79 -0.196
O 0.26 1.85 -4.74 -0.822
C -0.15 -0.38 -4.23 -0.053
C -0.69 -0.48 -5.53 -0.298
C -0.87 -1.75 -6.08 -1.099
C -0.50 -2.88 -5.32 -0.231
C 0.00 -2.79 -4.03 -0.386
C 0.15 -1.53 -3.49 1.031
C -4.41 -0.60 -0.28 0.210
C -5.72 -0.40 -0.75 -0.429
C -6.80 -0.71 0.05 -0.927
C -6.65 -1.21 1.35 -0.511
C -5.39 -1.39 1.84 -0.640
C -4.28 -1.07 1.03 0.922
C -2.90 -1.30 1.65 -1.265
C -3.79 1.87 -3.36 0.705
C -3.29 3.01 -2.51 -1.264
C -4.71 2.19 -4.37 -1.187
H -6.96 0.93 -6.42 0.377
H -5.67 1.85 -7.27 0.284
H -6.64 2.65 -6.01 0.353
H -5.08 -0.78 -5.86 0.463
H -3.40 -2.38 -3.06 0.190
H -3.10 -2.12 -4.89 0.194
H -4.74 -2.42 -4.12 0.578
H -1.02 0.40 -6.05 0.466
H -1.20 -1.93 -7.11 0.312
H -0.68 -3.86 -5.80 0.249
H 0.33 -3.65 -3.43 0.085
H 0.61 -1.37 -2.59 0.138
H -5.93 -0.06 -1.73 0.562
H -7.81 -0.68 -0.34 0.382
H -7.52 -1.38 1.99 0.312
H -5.16 -1.87 2.78 0.396
H -2.95 -2.18 2.36 0.393
H -2.59 -0.48 2.25 0.412
H -2.12 -1.44 0.81 -0.293
H -3.41 2.77 -1.50 0.211
H -3.76 3.90 -2.89 0.423
H -2.21 3.10 -2.59 0.135
H -4.98 3.25 -4.51 0.196
N 4.32 -0.34 6.26 -0.900
S 3.58 -0.02 4.93 0.396
C 2.32 -1.25 4.69 0.041
C 2.26 -2.32 5.60 -0.760
C 1.33 -3.30 5.38 -0.265
C 0.32 -3.25 4.42 -0.909
C 0.39 -2.13 3.56 -0.197
C 1.34 -1.13 3.73 0.062
C 4.80 -0.67 3.68 0.817
C 4.38 -0.62 2.35 0.734
C 5.28 -1.07 1.35 -0.233
C 6.56 -1.39 1.69 -0.788
C 6.99 -1.22 3.01 -0.499
C 6.15 -0.80 4.02 -0.558
H 3.86 0.21 7.01 0.199
H 2.99 -2.37 6.39 0.493
H 1.29 -4.11 6.13 0.287
H -0.42 -4.08 4.26 0.309
H -0.31 -1.96 2.79 0.583
H 1.42 -0.30 3.05 0.309
H 3.36 -0.38 1.97 -0.639
H 4.89 -1.13 0.34 0.089
H 7.17 -1.60 0.86 0.490
H 7.99 -1.38 3.29 0.369
H 6.47 -0.71 5.04 0.504
```

For the LUMO energy (alpha / beta), the calculation gives 3.06 / 3.06 eV. As for the multiplicity: 2. The value obtained for the energy above the lowest of the compared OMol25 structures with the same formula, charge and spin is 0.0 kcal/mol. The HOMO energy (alpha / beta) is -1.492 / -1.497 eV. As for the net charge: -2.

---

This record from the Open Molecules 2025 dataset describes C3H5NO in the gas phase. The level of theory is ωB97M-V/def2-TZVPD.

Structure (XYZ):
```
10
Properties=species:S:1:pos:R:3:mulliken_charge:R:1
C 1.90 0.14 0.56 -0.205
C -0.12 -1.07 -0.03 0.532
C -1.00 -0.11 -0.79 -0.733
N 1.17 -0.74 0.00 -0.331
O -0.51 -2.08 0.46 -0.560
H 2.80 0.45 0.08 0.293
H 1.60 0.74 1.51 0.218
H -0.22 0.54 -1.29 0.265
H -1.67 -0.67 -1.49 0.269
H -1.49 0.48 -0.04 0.252
```

For the LUMO energy, the calculation gives 0.47 eV. The value obtained for the energy above the lowest of the compared OMol25 structures with the same formula, charge and spin is 30.2 kcal/mol. The HOMO energy is -9.589 eV. As for the net charge: 0. The SMILES is C=NC(C)=O.

---

This record from the Open Molecules 2025 dataset describes a molecular structure, C4H9NO. The level of theory is ωB97M-V/def2-TZVPD.

Structure (XYZ):
```
15
Properties=species:S:1:pos:R:3:mulliken_charge:R:1
C -0.73 0.17 2.16 -0.884
C -1.42 -0.28 0.44 -0.631
C -0.06 -0.21 -0.15 0.602
O 0.87 -0.24 0.64 -0.630
N 0.21 0.01 -1.46 -0.199
C 1.61 0.22 -1.80 -0.757
H -0.61 1.25 2.16 0.284
H -1.55 -0.21 2.74 0.379
H 0.21 -0.23 2.65 0.270
H -1.75 -1.29 0.66 0.258
H -2.24 0.13 -0.25 0.268
H -0.45 -0.19 -2.18 0.214
H 1.67 0.84 -2.70 0.297
H 2.08 0.74 -0.97 0.265
H 2.15 -0.72 -1.95 0.265
```

For the LUMO energy, the calculation gives 0.96 eV. The value obtained for the energy above the lowest of the compared OMol25 structures with the same formula, charge and spin is 71.5 kcal/mol. The HOMO energy is -8.965 eV. As for the net charge: 0.